Formula: C52H63ClIrO5PS2
Source: the OMol25 dataset
Level of theory: ωB97M-V with the def2-TZVPD basis set

Atoms and positions in Å:
Ir  0.73229  -0.75159  0.28434
C  -1.66389  -1.48715  7.79724
C  -1.69578  -1.05801  6.35389
C  -2.91536  -1.04401  5.66836
C  -2.93316  -0.55394  4.36209
C  -1.76267  -0.08070  3.74509
C  -0.56285  -0.10427  4.43030
C  -0.51223  -0.66255  5.67205
S  -1.78848  0.71246  2.17360
O  -0.36105  0.50485  1.63143
C  -1.57613  2.44633  2.53848
C  -1.13009  2.88772  3.83110
C  -0.75953  4.14410  3.99168
C  -0.91566  5.13334  2.95166
C  -0.59314  6.54612  3.16709
C  -0.72749  7.45852  2.20764
C  -1.24121  7.01116  0.90611
C  -1.60516  5.74090  0.69436
C  -1.42058  4.68594  1.72988
C  -1.74470  3.32611  1.53304
C  -2.34955  2.94221  0.20866
C  -3.72874  3.17191  0.08908
C  -4.52157  3.56833  1.21391
C  -5.78046  4.03755  1.02747
C  -6.28472  4.13601  -0.26777
C  -5.59836  3.69333  -1.37058
C  -4.29308  3.15724  -1.21374
C  -3.48006  2.80132  -2.33269
C  -2.15279  2.50399  -2.15598
C  -1.57183  2.62081  -0.89983
S  0.18239  2.36141  -0.59657
O  0.36664  0.88221  -1.08703
C  1.06595  3.35872  -1.83066
C  0.58093  4.54934  -2.35949
C  1.38651  5.26822  -3.22951
C  2.62803  4.78254  -3.64167
C  3.45862  5.52711  -4.60709
C  3.06590  3.53948  -3.11257
C  2.30792  2.85761  -2.17947
H  -1.57624  -0.56979  8.40677
H  -0.81499  -2.12459  7.97889
H  -2.58524  -1.99152  8.05777
H  -3.81575  -1.51715  6.03589
H  -3.87355  -0.60800  3.78927
H  0.32608  0.25274  3.92968
H  0.45938  -0.75736  6.13439
H  -1.10184  2.18338  4.65487
H  -0.35336  4.46959  4.92174
H  -0.21295  6.78942  4.15358
H  -0.48055  8.49840  2.30570
H  -1.36556  7.74903  0.12739
H  -2.11643  5.37273  -0.22619
H  -4.14966  3.54622  2.24039
H  -6.39037  4.34874  1.86902
H  -7.30344  4.48043  -0.39939
H  -6.10092  3.72006  -2.31730
H  -3.95754  2.81707  -3.30068
H  -1.52669  2.23830  -2.97000
H  -0.41393  4.94542  -2.15230
H  1.06225  6.22756  -3.58217
H  3.31048  6.60991  -4.45133
H  3.21979  5.27485  -5.63871
H  4.51032  5.32232  -4.41230
H  4.02988  3.10715  -3.40936
H  2.68179  1.95298  -1.74547
O  -0.16876  -2.43809  2.32556
H  0.00766  -2.16260  3.22252
H  0.08458  -3.37048  2.22407
O  -1.53134  -1.10034  -0.44233
H  -1.99479  -0.76740  -1.23253
H  -1.88492  -1.99837  -0.24521
Cl  2.56115  0.28513  1.01105
O  1.02503  -2.46601  -0.47231
P  1.62995  -3.57054  -1.52243
C  3.21450  -4.15014  -0.92754
C  3.35568  -4.45873  0.57712
C  3.70674  -3.22851  1.44522
C  4.91580  -2.45198  0.89934
C  4.66283  -2.12609  -0.59985
C  4.44781  -3.39286  -1.44115
C  1.70384  -2.79788  -3.14947
C  0.44188  -2.94441  -3.98496
C  -0.41941  -1.71811  -3.79349
C  0.25012  -0.47266  -4.39396
C  1.80424  -0.52398  -4.26828
C  2.28810  -1.35862  -3.10157
C  0.51933  -4.95866  -1.61364
C  0.67802  -6.27427  -0.81461
C  0.19096  -6.21983  0.60145
C  -1.27734  -5.82641  0.65450
C  -1.52440  -4.51717  -0.06911
C  -1.00487  -4.50767  -1.52383
H  3.13952  -5.13972  -1.43119
H  4.14846  -5.19504  0.59531
H  2.49252  -4.98754  0.99394
H  3.99531  -3.60095  2.42459
H  2.84338  -2.59248  1.60061
H  5.77804  -3.13035  1.01129
H  5.14300  -1.56791  1.52635
H  5.46020  -1.53076  -1.01859
H  3.75792  -1.48827  -0.61278
H  5.31988  -4.02699  -1.29886
H  4.36459  -3.16689  -2.48561
H  2.50805  -3.39685  -3.66082
H  -0.10231  -3.86285  -3.82711
H  0.77929  -2.94041  -5.03835
H  -0.58966  -1.53713  -2.74934
H  -1.41140  -1.85126  -4.23011
H  -0.16151  0.41702  -3.92732
H  -0.04469  -0.42083  -5.46136
H  2.18764  0.48523  -4.16238
H  2.19543  -0.88134  -5.22803
H  1.96766  -0.85021  -2.16728
H  3.39011  -1.34428  -3.04731
H  0.70024  -5.26975  -2.66443
H  1.68051  -6.63369  -0.85408
H  0.08084  -6.99323  -1.36965
H  0.79571  -5.56025  1.23932
H  0.28857  -7.23903  1.02000
H  -1.65233  -5.75057  1.69349
H  -1.90480  -6.59539  0.16353
H  -1.04783  -3.69495  0.45955
H  -2.60482  -4.34398  -0.14584
H  -1.15420  -3.53002  -1.94896
H  -1.59157  -5.21514  -2.08719

Results
**HOMO level (spin up / spin down)**: -14.7246 / -15.3136 eV
**Spin multiplicity**: 6
**Total charge**: +3
**HOMO-LUMO gap (spin up / spin down)**: 6.81 / 3.59 eV
**E**: -4096.75749 a.u.
**E_LUMO (spin up / spin down)**: -7.9 / -11.7 eV
**<S²>**: 8.78